The following is a quantum chemistry calculation of 9 unconnected molecules or ions with the total composition C18H54O9 in a non-equilibrium geometry, from OMol25.

Last column: Löwdin charge in e.
Element x y z (Å)
O1 4.7277 -5.1522 -0.8754  -0.08
O2 -5.4432 8.1488 -1.2343  -0.08
O3 -8.0561 -0.2684 1.8862  -0.08
O4 0.0512 4.7208 3.1602  -0.08
O5 3.2944 3.5798 -7.0681  -0.08
O6 -1.2376 -8.3372 -3.7619  -0.08
O7 7.1356 2.5632 4.8300  -0.08
O8 -0.1545 0.4923 0.2167  -0.08
O9 -1.4009 -3.3484 3.1444  -0.11
C1 -0.3454 -0.5541 -1.9860  -0.07
C2 0.1747 -8.3886 -3.8551  -0.34
C3 -3.7274 6.5587 -0.4004  -0.08
C4 4.5822 -4.9507 1.5086  -0.07
C5 0.6367 -7.3804 -4.9102  -0.08
C6 2.7762 2.3681 -6.5543  -0.34
C7 0.1055 0.6693 -1.1484  -0.34
C8 3.7891 1.7325 -5.5909  -0.08
C9 4.6971 -4.2087 0.1417  -0.34
C10 -5.2453 6.9723 -0.4699  -0.31
C11 -2.2303 -5.6396 3.1941  -0.08
C12 -0.3405 5.2410 4.3975  -0.33
C13 -7.2139 -0.1988 0.7517  -0.32
C14 -1.8663 -4.4273 2.3074  -0.30
C15 5.5879 2.3089 2.9700  -0.09
C16 -6.0247 0.6494 1.1600  -0.09
C17 -1.6102 4.4479 4.8199  -0.08
C18 6.6308 3.1832 3.6332  -0.32
H1 0.8103 5.2333 2.8729  0.08
H2 5.2565 2.7602 2.0348  0.07
H3 -3.6453 5.7125 0.2818  0.06
H4 0.4689 -9.4256 -4.0174  0.11
H5 -6.9477 -1.2222 0.4873  0.11
H6 3.7371 2.2731 -4.6459  0.07
H7 7.7824 3.1705 5.1966  0.07
H8 0.4490 5.1397 5.1422  0.10
H9 2.6374 3.8894 -7.6959  0.08
H10 -1.4594 3.3688 4.8528  0.07
H11 4.6742 -4.7220 -1.7319  0.08
H12 -0.5106 6.3169 4.3554  0.10
H13 0.4835 -1.2611 -2.0211  0.06
H14 3.5721 0.6923 -5.3480  0.07
H15 0.6186 -8.1191 -2.8968  0.10
H16 0.0171 -7.6276 -5.7722  0.07
H17 -0.5609 -0.1943 -2.9921  0.07
H18 3.6126 -5.4486 1.5102  0.07
H19 7.4423 3.3588 2.9269  0.10
H20 5.4153 -5.5995 1.7789  0.07
H21 -3.3957 6.2335 -1.3865  0.06
H22 -8.5629 0.5460 1.9263  0.08
H23 -2.6732 -4.0080 1.7064  0.10
H24 -1.2829 -6.0918 3.4874  0.07
H25 -1.9497 4.7149 5.8207  0.06
H26 0.3511 -6.3730 -4.6073  0.07
H27 4.6653 2.1313 3.5226  0.07
H28 5.5971 -3.5952 0.1006  0.10
H29 -5.5175 7.1876 0.5633  0.10
H30 -0.3718 1.5753 -1.5218  0.10
H31 4.7551 1.7025 -6.0949  0.07
H32 -6.2241 8.5882 -0.8898  0.08
H33 -7.7331 0.1462 -0.1424  0.10
H34 -1.2209 -1.0488 -1.5655  0.07
H35 2.6502 1.7306 -7.4295  0.10
H36 -2.5129 4.6210 4.2341  0.06
H37 -0.9985 -4.6543 1.6881  0.10
H38 -3.0909 7.3821 -0.0763  0.07
H39 1.1869 0.7678 -1.2433  0.10
H40 -1.1152 -2.5912 2.6281  0.07
H41 0.0553 1.3247 0.6465  0.08
H42 -5.8453 6.1439 -0.8465  0.10
H43 -1.4919 -9.0924 -3.2266  0.08
H44 4.6179 -4.1487 2.2459  0.07
H45 -2.7343 -6.3476 2.5362  0.07
H46 1.7009 -7.4779 -5.1248  0.07
H47 3.8353 -3.5571 -0.0024  0.10
H48 -6.2976 1.5103 1.7703  0.07
H49 -5.3000 0.0744 1.7364  0.07
H50 1.7997 2.4297 -6.0740  0.10
H51 6.2262 4.1706 3.8560  0.10
H52 -5.4273 1.0838 0.3584  0.07
H53 6.0431 1.3398 2.7656  0.07
H54 -2.8851 -5.4951 4.0534  0.07

Computed properties:
Relative energy (zero: lowest compared OMol25 entry of this formula, charge and spin), eV: 4.755
Kohn-Sham gap, eV: 10.13
SMILES string: CCO.CCO.CCO.CCO.CCO.CCO.CCO.CCO.CCO
Charge: 0